No. 1
Here is a 2-piece molecular cluster, C9H14 overall in a non-equilibrium geometry from the OMol25 dataset. Energies are from the ωB97M-V functional and the def2-TZVPD basis.

ORCA input file:
```
! RIJCOSX wB97M-V def2-TZVPD def2/J DEFGRID3
* xyz 1 2
C 0.066 2.621 -0.678
C 1.511 -1.304 -1.480
C 0.143 -1.110 -1.067
C 2.378 -0.229 -1.664
C -0.351 0.176 -1.072
C 1.907 1.027 -1.385
C 0.528 1.253 -1.034
H 1.795 -2.291 -1.804
H -0.504 -1.865 -0.645
H 3.403 -0.540 -1.685
H -1.396 0.256 -0.799
H 2.662 1.801 -1.314
H 0.177 3.303 -1.530
H 0.507 2.923 0.256
H -0.996 2.631 -0.736
C -1.386 -0.346 2.344
C -1.561 -1.777 1.836
H -0.531 -0.343 3.017
H -1.107 0.346 1.548
H -2.307 -0.005 2.805
H -2.290 -1.886 1.020
H -2.029 -2.450 2.556
H -0.617 -2.191 1.511
*
```

* HOMO-LUMO gap (alpha / beta): 10.243 / 6.536 eV
* energy relative to the best compared isomer or geometry (same formula, charge and spin): 82.2 kJ/mol

***

No. 2
Here is one molecule with the formula C9H14BN in a non-equilibrium geometry from the OMol25 dataset. Energies are from the ωB97M-V functional and the def2-TZVPD basis.

ORCA input file:
```
! RIJCOSX wB97M-V def2-TZVPD def2/J DEFGRID3
* xyz 0 1
B -0.705 -0.860 1.409
C 1.165 2.527 -1.989
C 1.678 2.361 -0.698
C 0.187 1.669 -2.519
C 1.251 1.219 0.008
C -0.175 0.585 -1.813
C 0.387 0.374 -0.573
C -1.382 0.506 1.862
C -1.118 -2.249 2.074
C 0.476 -1.973 -0.631
N -0.008 -0.915 0.213
H 1.513 3.320 -2.563
H 2.357 2.992 -0.174
H -0.029 2.013 -3.448
H 1.621 0.970 0.893
H -0.849 -0.046 -2.205
H -1.503 0.650 3.016
H -2.431 0.542 1.476
H -0.770 1.380 1.375
H -1.663 -2.888 1.346
H -1.648 -2.168 3.009
H -0.271 -3.077 2.292
H -0.019 -2.888 -0.301
H 0.364 -1.736 -1.589
H 1.574 -2.307 -0.470
*
```

* HOMO-LUMO gap: 9.735 eV
* energy relative to the best compared isomer or geometry (same formula, charge and spin): 6.2 kJ/mol
* SMILES: CB(C)N(C)c1ccccc1

***

No. 3
Here is C9H14BeCl2O3 as an isolated structure in a non-equilibrium geometry from the OMol25 dataset. Energies are from the ωB97M-V functional and the def2-TZVPD basis.

ORCA input file:
```
! RIJCOSX wB97M-V def2-TZVPD def2/J DEFGRID3
* xyz 2 1
O 0.338 -1.199 3.306
C 0.210 -1.264 2.145
O -0.792 -2.011 1.437
C -0.301 -1.975 0.064
C 0.279 -0.588 -0.043
C 1.382 -0.506 -1.085
C 2.059 0.864 -1.179
C 3.096 1.107 -0.066
Cl 2.454 2.275 1.128
C -0.731 0.434 0.164
C -1.935 0.324 -0.755
C -3.104 1.051 -0.098
Cl -2.652 2.527 0.719
O 0.948 -0.533 1.276
H -0.939 -2.367 -0.719
H 0.552 -2.650 0.065
H 0.975 -0.701 -2.079
H 2.100 -1.299 -0.917
H 1.350 1.681 -1.253
H 2.625 0.880 -2.105
H 4.052 1.416 -0.454
H 3.205 0.178 0.473
H -1.096 0.290 1.195
H -0.340 1.447 0.131
H -1.763 0.734 -1.743
H -2.227 -0.743 -0.803
H -3.615 0.349 0.695
H -3.891 1.310 -0.798
Be -2.240 -1.031 1.300
*
```

* HOMO-LUMO gap: 4.368 eV

***

No. 4
Here is C9H14BiN2P as an isolated structure in a non-equilibrium geometry from the OMol25 dataset. Energies are from the ωB97M-V functional and the def2-TZVPD basis.

ORCA input file:
```
! RIJCOSX wB97M-V def2-TZVPD def2/J DEFGRID3
* xyz 0 1
C -0.598 0.267 -2.923
C -1.108 1.584 -3.121
C -0.041 2.509 -2.879
C 1.133 1.733 -2.545
C 0.796 0.363 -2.574
Bi -1.972 -1.755 -0.037
P -0.173 -3.410 -0.915
H -1.179 -0.662 -2.941
H -2.140 1.851 -3.267
H -0.081 3.600 -2.893
H 1.462 -0.493 -2.475
H 2.146 2.110 -2.390
H 1.055 -2.928 -1.495
H -0.736 -4.329 -1.869
H 0.177 -4.217 0.223
C -0.237 1.075 4.144
N -0.022 0.428 2.854
C 1.147 -0.216 2.420
C 0.923 -0.644 1.147
N -0.399 -0.315 0.808
C -0.924 0.347 1.876
H -0.483 0.337 4.924
H 0.664 1.621 4.452
H -1.067 1.791 4.060
H 2.009 -0.315 3.049
H 1.548 -1.149 0.439
H -1.900 0.817 1.927
*
```

* HOMO-LUMO gap (alpha / beta): 4.041 / 4.040 eV
* energy relative to the best compared isomer or geometry (same formula, charge and spin): 78.3 kJ/mol

***

No. 5
Here is one molecule with the formula C9H14ClN in a non-equilibrium geometry from the OMol25 dataset. Energies are from the ωB97M-V functional and the def2-TZVPD basis.

ORCA input file:
```
! RIJCOSX wB97M-V def2-TZVPD def2/J DEFGRID3
* xyz 0 1
C -4.932 1.466 -0.769
C -3.906 0.931 -0.478
C 1.795 0.650 1.353
C 2.159 -0.164 0.091
C 0.374 1.241 1.196
C 0.745 -0.402 -0.559
C -0.334 0.072 0.400
C 0.463 -1.821 -1.102
C -2.708 0.374 0.363
N -1.546 0.358 -0.304
Cl -3.488 -1.349 0.676
H -5.911 1.774 -1.247
H 1.785 -0.147 2.103
H 2.464 1.461 1.488
H 2.607 0.502 -0.599
H 2.654 -1.076 0.184
H -0.077 1.274 2.129
H 0.079 2.143 0.641
H 0.705 0.205 -1.437
H -0.464 -0.730 1.162
H -0.569 -2.138 -0.738
H 1.052 -2.595 -0.648
H 0.373 -1.794 -2.239
H -2.686 0.887 1.311
H -1.489 0.003 -1.283
*
```

* HOMO-LUMO gap: 10.268 eV
* energy relative to the best compared isomer or geometry (same formula, charge and spin): 159.1 kJ/mol
* SMILES: C#C[C@@H](Cl)N[C@@H]1CCC[C@H]1C

***

No. 6
Here is C9H14F6N2O3PPdSbSe4Si as an isolated structure in a non-equilibrium geometry from the OMol25 dataset. Energies are from the ωB97M-V functional and the def2-TZVPD basis.

ORCA input file:
```
! RIJCOSX wB97M-V def2-TZVPD def2/J DEFGRID3
* xyz 1 6
Pd 0.142 -0.332 0.760
O -1.988 -2.150 0.779
N -2.259 -2.424 -0.355
N -1.242 -2.048 -1.248
O -0.172 -1.474 -0.918
C -1.474 -2.292 -2.629
C -2.356 -3.298 -3.025
C -2.562 -3.478 -4.378
C -1.906 -2.668 -5.301
C -1.031 -1.670 -4.882
C -0.803 -1.469 -3.536
H -2.853 -3.920 -2.296
H -3.238 -4.250 -4.717
H -2.083 -2.814 -6.358
H -0.540 -1.036 -5.606
H -0.159 -0.675 -3.184
C 3.283 1.371 1.545
Si 1.838 1.819 2.609
C 1.209 3.511 2.303
C 2.232 1.633 4.415
O 0.639 0.559 2.411
H 4.052 0.834 2.105
H 3.739 2.267 1.120
H 2.975 0.747 0.702
H 1.892 4.215 2.788
H 0.211 3.658 2.723
H 1.156 3.755 1.243
H 2.886 2.430 4.775
H 2.738 0.685 4.620
H 1.301 1.695 4.992
Se -1.898 0.390 2.627
Sb -0.484 -1.446 3.543
Se 0.538 -0.827 5.706
Se -1.850 -3.511 3.647
Se 1.333 -2.064 1.844
F 0.867 1.200 -0.816
P -0.485 2.095 -1.294
F -0.149 1.696 -2.804
F -1.795 2.878 -1.713
F -1.348 0.686 -1.139
F 0.426 3.391 -1.346
F -0.784 2.330 0.288
*
```

* HOMO-LUMO gap (alpha / beta): 6.527 / 5.405 eV
* energy relative to the best compared isomer or geometry (same formula, charge and spin): 103.7 kJ/mol

***

No. 7
Here is one molecule with the formula C9H14FN3O in a non-equilibrium geometry from the OMol25 dataset. Energies are from the ωB97M-V functional and the def2-TZVPD basis.

ORCA input file:
```
! RIJCOSX wB97M-V def2-TZVPD def2/J DEFGRID3
* xyz 0 3
C -3.034 1.040 0.013
C -3.551 -0.184 0.169
C -1.621 1.234 -0.053
C -0.641 -0.035 -0.051
C -2.590 -1.174 0.857
C 1.487 -1.166 -0.168
C 1.343 1.150 -1.005
C 2.857 -0.683 0.396
C 2.392 1.645 0.096
N -1.279 -1.281 0.225
N 0.616 -0.063 -0.590
N 2.653 0.600 1.045
O -1.234 -2.246 -0.869
F -1.018 2.484 0.028
H -3.814 1.737 -0.135
H -4.671 -0.212 0.060
H -2.209 -0.841 1.894
H -2.926 -2.127 0.883
H 1.463 -1.740 -1.112
H 1.046 -1.667 0.567
H 0.603 1.782 -1.499
H 1.930 0.868 -1.784
H 3.285 -1.514 0.975
H 3.713 -0.409 -0.244
H 3.273 2.008 -0.322
H 1.874 2.433 0.527
H 1.906 0.623 1.688
H -1.851 -2.260 -1.593
*
```

* HOMO-LUMO gap (alpha / beta): 6.175 / 7.546 eV

***

No. 8
Here is an isolated ion of composition C9H14N and charge +1 in a non-equilibrium geometry from the OMol25 dataset. Energies are from the ωB97M-V functional and the def2-TZVPD basis.

ORCA input file:
```
! RIJCOSX wB97M-V def2-TZVPD def2/J DEFGRID3
* xyz 1 1
C -0.643 -0.970 0.317
C -0.271 0.458 -0.362
C -0.592 -0.620 1.856
C 0.356 -1.935 -0.041
C 0.565 0.349 1.559
C 0.830 -0.411 0.269
C -0.728 0.746 -1.732
C 0.782 -2.372 -1.392
C -0.434 2.765 0.823
N 0.002 1.372 0.646
H -1.528 -0.187 2.202
H -0.434 -1.626 2.271
H 0.584 -2.634 0.637
H 1.239 0.871 2.220
H 1.791 -0.293 -0.224
H -1.512 0.038 -2.188
H 0.163 0.822 -2.468
H -1.384 1.622 -1.768
H 1.096 -3.426 -1.319
H 1.662 -1.768 -1.542
H -0.030 -2.123 -2.139
H 0.437 3.206 1.185
H -0.611 3.040 -0.205
H -1.340 3.077 1.395
*
```

* HOMO-LUMO gap: 8.453 eV
* energy relative to the best compared isomer or geometry (same formula, charge and spin): 613.3 kJ/mol